Molecular formula: C28H36N6NiO2S
Method: DFT, ωB97M-V/def2-TZVPD

Spin multiplicity: 3
Expectation value of S²: 2.005
Total charge: +2
Gap between HOMO and LUMO (spin up / spin down) (eV): 7.79 / 7.71
Calculated total energy (Ha): -3473.57705
Energy relative to the best compared isomer or geometry (same formula, charge and spin) (kJ/mol): 0.0
HOMO energy (spin up / spin down) (eV): -13.7935 / -13.7867

Last column: Löwdin charge in e.
Element x y z (Å)
Ni: -0.03861 0.60500 -0.45048  0.651
N: -0.49566 0.61160 3.96441  0.128
C: -0.76605 0.50198 2.64617  -0.165
N: 0.10671 0.51593 1.72145  0.087
C: 1.46136 0.71984 2.10035  -0.220
N: 2.39669 0.80623 1.21623  0.128
N: 1.91001 0.60649 -0.07401  -0.058
C: 2.69098 0.37483 -1.03779  -0.041
C: 2.09596 0.22377 -2.37746  -0.266
C: 2.86387 0.23221 -3.55197  0.045
C: 2.20518 0.31888 -4.80946  0.003
C: 0.83816 0.53035 -4.79690  -0.018
C: 0.12676 0.43290 -3.58902  -0.085
N: 0.73660 0.29900 -2.41740  0.026
C: 1.81910 0.92478 3.53615  -0.082
C: 3.12993 1.15345 4.01871  -0.008
C: 3.39688 1.36458 5.34627  -0.044
C: 2.32447 1.34421 6.25517  -0.028
C: 1.00692 1.05713 5.83284  0.016
C: 0.80338 0.82361 4.45535  -0.191
H: -1.23465 0.93647 4.63457  0.192
H: -1.84563 0.43919 2.36734  0.153
H: 3.77189 0.30393 -0.94790  0.155
H: 3.93203 0.12635 -3.55546  0.123
H: 2.72187 0.25664 -5.74455  0.120
H: 0.30842 0.58239 -5.74621  0.122
H: -0.97653 0.40564 -3.56733  0.125
H: 3.93100 1.17846 3.28116  0.120
H: 4.45012 1.51542 5.67673  0.136
H: 2.37456 1.55424 7.30310  0.110
H: 0.27781 1.04719 6.64872  0.126
O: -2.12095 0.35787 -0.76401  -0.144
C: -3.05861 1.31022 -1.36981  -0.193
C: -3.59789 2.33236 -0.40228  -0.136
C: -2.46720 3.02827 0.37473  -0.134
C: -1.25403 3.56024 -0.30104  -0.242
C: -1.01499 4.94685 -0.28804  0.005
C: 0.06758 5.47465 -0.90934  -0.035
C: 0.95152 4.63208 -1.55067  -0.025
C: 0.73173 3.27601 -1.45223  -0.095
N: -0.32279 2.71973 -0.79891  0.071
H: -2.60039 -0.44386 -0.49458  0.102
H: -3.84621 0.77664 -1.89413  0.133
H: -2.48868 1.80485 -2.18312  0.121
H: -4.31104 1.89707 0.26553  0.118
H: -4.02999 3.06248 -1.08880  0.135
H: -2.12342 2.39015 1.17763  0.083
H: -2.96978 3.87267 0.91935  0.139
H: -1.67638 5.61635 0.33986  0.151
H: 0.37768 6.47684 -0.84899  0.115
H: 1.87248 4.98935 -1.99340  0.124
H: 1.57572 2.59281 -1.71405  0.109
C: -1.88565 -3.04332 1.63037  -0.101
C: -0.92147 -4.14162 1.15088  -0.271
C: 0.39989 -3.64479 0.48678  -0.314
S: 0.20756 -2.41642 -0.79565  0.873
O: 1.54667 -2.38714 -1.46334  -0.478
C: -1.06011 -3.22568 -1.74751  -0.365
C: -0.75475 -4.28108 -2.79936  -0.251
C: -0.15750 -5.56485 -2.23148  -0.095
H: -2.80472 -3.51234 1.95984  0.081
H: -2.09654 -2.31069 0.79706  0.047
H: -1.36887 -2.45493 2.44349  0.084
H: -1.42085 -4.80906 0.45137  0.079
H: -0.74092 -4.82103 2.01033  0.129
H: 0.94569 -4.44845 -0.00225  0.083
H: 1.10263 -3.19891 1.21705  0.104
H: -1.56379 -2.36181 -2.23054  0.085
H: -1.79488 -3.65713 -1.07968  0.077
H: -0.03451 -3.86317 -3.54430  0.123
H: -1.64610 -4.51567 -3.37992  0.116
H: 0.85585 -5.44128 -1.94265  0.055
H: -0.13009 -6.34102 -2.96368  0.070
H: -0.69546 -6.02590 -1.32928  0.106

Cartesian forces (eV/Å) of the 3 atoms listed first:
Ni -0.424 0.043 -0.102
N -1.308 0.692 0.683
C -2.014 0.343 1.779

Molecular formula: C20H23NO4PtS2
Method: DFT, ωB97M-V/def2-TZVPD

Spin multiplicity: 3
Expectation value of S²: 2.019
Total charge: -2
Gap between HOMO and LUMO (spin up / spin down) (eV): 5.47 / 6.42
Calculated total energy (Ha): -2047.28339
Energy relative to the best compared isomer or geometry (same formula, charge and spin) (kJ/mol): 74.1
HOMO energy (spin up / spin down) (eV): -0.6225 / -1.5771

Last column: natural (NBO) charge in e.
Element x y z (Å)
Pt: 1.24043 -1.49426 0.77314  0.500
O: -0.55462 0.54343 -0.09433  -0.755
C: -1.37428 0.19166 -1.17420  0.049
C: -1.37098 -1.41747 -1.40824  0.795
O: -2.15749 -1.85372 -2.24328  -0.754
O: -0.55581 -2.04736 -0.72537  -0.755
C: -2.77408 0.66943 -0.87050  -0.012
C: -3.88500 0.32229 -1.63269  -0.149
C: -5.13436 0.83502 -1.33878  -0.249
C: -5.30902 1.70010 -0.27175  -0.249
C: -4.21752 2.01537 0.52073  -0.230
C: -2.96801 1.50656 0.22733  -0.200
C: -0.87138 0.81205 -2.46481  0.087
C: 0.23929 1.65236 -2.41911  -0.224
C: 0.72219 2.25617 -3.56413  -0.226
C: 0.12032 2.02633 -4.79012  -0.253
C: -0.96768 1.17189 -4.85254  -0.218
C: -1.45839 0.57239 -3.70630  -0.239
H: 0.09602 -0.21286 0.11534  0.437
H: -3.76796 -0.39479 -2.42656  0.236
H: -5.98100 0.55732 -1.95574  0.189
H: -6.28720 2.11066 -0.05087  0.187
H: -4.33715 2.66879 1.37471  0.192
H: -2.11727 1.75320 0.84273  0.241
H: 0.71621 1.82276 -1.46494  0.246
H: 1.58119 2.91545 -3.50463  0.194
H: 0.50250 2.49478 -5.69174  0.187
H: -1.43696 0.97119 -5.80948  0.188
H: -2.27706 -0.12001 -3.79143  0.236
C: 2.21791 -5.89383 1.93627  -0.261
O: 3.04981 -5.07744 2.71572  -0.540
C: 2.62347 -3.81085 3.03115  0.007
S: 3.63541 -3.03020 4.09616  -0.281
S: 1.10918 -3.27924 2.47993  -0.312
H: 2.72450 -6.85925 1.86912  0.163
H: 2.07103 -5.47823 0.93368  0.196
H: 1.23162 -6.01713 2.39594  0.186
C: 1.91145 0.19677 3.29119  -0.642
C: 2.53780 0.82662 2.02910  0.028
C: 4.02252 1.16408 2.30126  -0.607
C: 1.77850 2.13879 1.70481  -0.613
N: 2.48295 -0.05870 0.92967  -0.603
H: 1.89388 0.89050 4.13380  0.172
H: 2.48110 -0.68649 3.57104  0.247
H: 0.88734 -0.10968 3.05761  0.219
H: 4.13109 1.83986 3.14964  0.179
H: 4.45526 1.62154 1.41299  0.193
H: 4.55744 0.24051 2.50518  0.219
H: 1.87661 2.85897 2.51898  0.178
H: 0.72699 1.91784 1.54125  0.228
H: 2.17922 2.57683 0.79307  0.194

Cartesian forces (eV/Å) of the 3 atoms listed first:
Pt 1.523 -0.604 -0.148
O -0.232 0.175 -0.375
C 0.247 -1.140 0.169

Molecular formula: CH4NO2PS
Method: DFT, ωB97M-V/def2-TZVPD

SMILES: N[P@@](O)(=S)C=O
Spin multiplicity: 1
Gap between HOMO and LUMO (eV): 8.97
Calculated total energy (Ha): -985.26114
Energy relative to the best compared isomer or geometry (same formula, charge and spin) (kJ/mol): 140.3
HOMO energy (eV): -9.4617

Last column: natural (NBO) charge in e.
Element x y z (Å)
C: -0.61927 1.34642 0.81968  0.169
N: 0.20822 -0.17939 -1.58656  -1.164
O: -1.00019 2.40031 0.43043  -0.443
O: -0.07416 -1.30104 1.12049  -0.991
P: 0.64103 0.21990 -0.02040  1.433
S: 2.57625 0.54553 0.19971  -0.501
H: -0.84900 0.75436 1.73490  0.175
H: 0.93319 -0.03980 -2.33326  0.426
H: -0.59101 0.12474 -2.02701  0.406
H: 0.72888 -1.99532 1.14655  0.490

Cartesian forces (eV/Å) of the 3 atoms listed first:
C 0.445 -1.076 0.167
N 3.152 -0.013 -0.138
O -0.084 -0.070 0.073

Molecular formula: C2H6BaO2
Method: DFT, ωB97M-V/def2-TZVPD

Spin multiplicity: 1
Gap between HOMO and LUMO (eV): 4.90
Calculated total energy (Ha): -255.68453
Energy relative to the best compared isomer or geometry (same formula, charge and spin) (kJ/mol): 5.9
HOMO energy (eV): -5.8135

Last column: Löwdin charge in e.
Element x y z (Å)
C: 0.69116 1.35023 0.94347  -0.199
C: 0.13930 0.60823 -0.26060  -0.638
O: 1.16293 -0.23965 -0.78325  -0.211
H: 1.49760 0.79062 1.44229  0.069
H: 1.08119 2.34572 0.66184  0.058
H: -0.10529 1.50772 1.68767  0.023
H: -0.16138 1.35627 -1.02184  0.029
H: 0.77718 -1.12307 -1.14132  0.085
Ba: -2.24494 -0.71184 0.32001  1.669
O: -1.38320 -2.74575 -0.48944  -0.780
H: -1.45456 -3.13848 -1.35883  -0.104

Cartesian forces (eV/Å) of the 3 atoms listed first:
C 0.042 0.392 -0.032
C -1.526 -0.645 0.202
O -0.282 -2.430 -1.450

Molecular formula: C22H35CaNO3P2S
Method: DFT, ωB97M-V/def2-TZVPD

Spin multiplicity: 1
Gap between HOMO and LUMO (eV): 5.51
Calculated total energy (Ha): -2898.13491
Energy relative to the best compared isomer or geometry (same formula, charge and spin) (kJ/mol): 0.0
HOMO energy (eV): -5.7345

Last column: natural (NBO) charge in e.
Element x y z (Å)
P: 1.63849 1.89241 -0.23434  0.643
P: 2.55103 -0.35007 -2.20312  0.676
C: 3.45749 1.78829 -0.82527  -0.671
C: 3.38783 1.39035 -2.28916  -0.679
H: 3.95453 0.97162 -0.26227  0.234
H: 4.00783 2.71363 -0.60674  0.231
H: 2.67286 2.02669 -2.85777  0.201
H: 4.35504 1.40892 -2.82214  0.235
C: 3.35640 -1.27349 -0.82154  -0.946
H: 2.87510 -2.25376 -0.76772  0.270
H: 3.21096 -0.82799 0.16338  0.242
H: 4.43104 -1.43536 -0.92516  0.234
C: 3.40754 -1.01592 -3.66513  -0.926
H: 4.50107 -1.00614 -3.53440  0.227
H: 3.11868 -0.38925 -4.52328  0.242
H: 3.03725 -2.03089 -3.84592  0.259
C: 2.32820 2.40730 1.40308  -0.894
H: 1.58358 2.60051 2.18069  0.254
H: 2.88654 3.34861 1.26714  0.220
H: 3.06261 1.70378 1.81114  0.232
C: 0.97284 3.58975 -0.56505  -0.942
H: 0.01080 3.54983 -1.09669  0.251
H: 1.67441 4.20755 -1.14547  0.239
H: 0.82254 4.07799 0.40771  0.260
Ca: 0.22272 0.52724 -1.91368  1.613
C: -0.18247 -0.55381 3.03521  -0.182
C: 0.79681 0.11455 3.66110  -0.199
C: 0.69894 1.24732 4.66250  -0.432
C: -0.74268 1.75212 4.86318  -0.454
C: -1.14830 2.72978 3.80462  -0.221
C: -1.67264 2.37249 2.63574  -0.166
C: -2.01178 1.01031 2.10106  -0.450
C: -1.64733 -0.28312 2.88413  -0.481
C: -2.62556 0.92950 -1.52796  -1.326
H: 0.15213 -1.43388 2.44293  0.225
H: 1.82572 -0.18617 3.39060  0.187
H: 1.36055 2.06138 4.31273  0.193
H: 1.09426 1.04182 5.67701  0.216
H: -1.35809 0.85722 4.79489  0.224
H: -0.84216 2.20673 5.85999  0.208
H: -1.06489 3.79513 4.07748  0.199
H: -1.82570 3.13879 1.86118  0.197
H: -1.55549 0.93230 1.09823  0.237
H: -3.09604 0.94074 1.88563  0.229
H: -2.28542 -0.38090 3.77145  0.206
H: -1.95224 -1.09014 2.20071  0.255
H: -2.85991 0.60280 -2.55662  0.189
H: -2.96047 1.96252 -1.34672  0.172
H: -3.05202 0.22404 -0.79716  0.177
O: -0.94976 -1.96134 0.34483  -0.646
C: -1.16169 -2.26903 -0.83959  0.654
N: -0.40244 -1.77647 -1.87396  -1.061
S: -1.01414 -1.99226 -3.40301  2.268
O: -1.39145 -0.65956 -3.88876  -0.970
O: -0.07372 -2.71537 -4.21710  -0.930
C: -2.38119 -2.92309 -2.76621  -0.291
C: -3.32732 -3.59540 -3.52644  -0.183
C: -4.27527 -4.35251 -2.81848  -0.194
C: -4.13227 -4.58008 -1.43647  -0.198
C: -3.10337 -3.97037 -0.71898  -0.159
C: -2.29485 -3.04868 -1.38876  -0.116
H: -3.30796 -3.46575 -4.61061  0.235
H: -5.07017 -4.84786 -3.36888  0.220
H: -4.84108 -5.22690 -0.91397  0.222
H: -2.84592 -4.22841 0.30618  0.236

Cartesian forces (eV/Å) of the 3 atoms listed first:
P 3.033 1.854 3.056
P 3.822 -0.141 -0.884
C -0.577 0.416 -0.591

Molecular formula: C6H10IN5
Method: DFT, ωB97M-V/def2-TZVPD

SMILES: N[C@]1([n+]2cc(I)ccn2)CN1[NH3+]
Spin multiplicity: 1
Total charge: +2
Gap between HOMO and LUMO (eV): 7.92
Calculated total energy (Ha): -805.32509
Energy relative to the best compared isomer or geometry (same formula, charge and spin) (kJ/mol): 319.7
HOMO energy (eV): -16.0768

Last column: natural (NBO) charge in e.
Element x y z (Å)
C: 3.55106 -2.09695 0.14138  -0.118
C: 2.23976 -2.53673 0.10556  0.048
C: 3.71446 -0.69212 0.17670  -0.168
C: -0.05600 0.29854 -0.06751  0.398
C: -0.91062 -0.32532 -1.13315  -0.227
C: 2.54090 0.05887 0.11705  0.020
N: 1.11777 -1.77187 0.04512  -0.154
N: 1.27105 -0.48570 0.09105  -0.079
N: -1.39901 -0.37394 0.22306  -0.210
N: -0.02225 1.62030 0.12418  -0.855
N: -2.45268 0.49660 0.64644  -0.545
I: 5.49850 0.36877 -0.00050  0.393
H: 4.36717 -2.67411 0.02155  0.261
H: 2.17898 -3.53525 -0.04892  0.242
H: -1.43064 0.31080 -1.77626  0.230
H: -0.60930 -1.24973 -1.40244  0.264
H: 2.49344 1.17936 0.29513  0.267
H: 0.06724 2.29137 -0.56056  0.427
H: 0.00149 1.97507 1.02689  0.404
H: -2.64320 0.16432 1.68214  0.493
H: -3.17966 0.34231 -0.13332  0.478
H: -2.31223 1.48262 0.69369  0.433

Cartesian forces (eV/Å) of the 3 atoms listed first:
C -2.396 4.541 0.165
C -0.313 2.699 -0.349
C -0.503 -0.310 -0.672